# 1
Computed, not measured: a cluster of 3 separate species, C3H10N2O2 in total at a distorted geometry, with ωB97M-V with the def2-TZVPD basis set.

Highest occupied orbital energy   -7.802 eV
Spin multiplicity   1
Kohn-Sham gap   8.160 eV
M   106.125 g/mol

Structure (XYZ):
```
17
Properties=species:S:1:pos:R:3:forces:R:3:lowdin_charge:R:1
C 2.240552 -0.820628 -0.190984 0.584 0.544 -1.111 -0.07
C 1.769068 0.045605 -1.100117 0.905 -0.491 0.047 -0.13
O 0.619462 -1.767297 1.523504 -1.034 0.999 -0.073 -0.20
H 0.732855 -2.110358 2.415331 -0.212 0.221 -0.029 0.01
H 2.231001 -1.882537 -0.366785 -0.394 -0.096 0.196 0.06
H 2.844166 -0.483576 0.636682 -0.194 0.041 0.224 0.07
H 1.336060 -0.302195 -2.027842 -0.202 -0.098 -0.028 0.06
H 2.035465 1.092843 -1.064719 -0.272 0.193 0.256 0.06
H 0.038522 0.262348 -0.239465 -1.174 0.472 0.398 0.11
N -1.271602 -0.054398 1.226346 -0.160 0.344 0.472 0.00
C -1.668027 1.208925 -0.735399 0.009 0.394 0.294 -0.20
O -2.934555 1.576485 -0.372433 0.602 -0.559 0.150 0.04
N -0.943877 0.525651 0.091912 0.110 -0.419 -1.136 -0.09
H -3.324994 2.130260 -1.050878 0.024 0.034 -0.123 0.10
H -2.261737 0.067116 1.425510 0.185 0.104 -0.134 0.06
H -0.189868 -1.016980 1.505768 1.146 -1.734 0.582 0.00
H -1.252491 1.528737 -1.676429 0.078 0.051 0.016 0.13
```
Forces are in eV/Å.

***

# 2
Computed, not measured: a cluster of 2 separate species, C3H10N2O2 in total at a distorted geometry, with ωB97M-V with the def2-TZVPD basis set.

Highest occupied orbital energy   -8.670 eV
Spin multiplicity   1
Kohn-Sham gap   9.305 eV
M   106.125 g/mol

Structure (XYZ):
```
17
Properties=species:S:1:pos:R:3:forces:R:3:lowdin_charge:R:1
O 0.703874 -1.606058 0.313910 0.457 -0.171 -0.347 0.06
C -0.321438 -0.982567 0.421275 -1.013 0.088 0.642 -0.55
N -0.431093 0.200419 1.124934 0.371 -1.492 -0.406 0.05
C 0.799952 0.909005 1.430873 -0.426 0.778 -0.642 -0.27
N 1.312919 1.568829 0.251687 1.292 0.514 -0.258 0.01
C -1.694949 -1.484892 -0.085476 1.498 0.074 0.328 0.01
H -1.358746 0.556266 1.027790 0.027 1.129 0.383 0.12
H 1.490116 0.175052 1.835145 0.193 -0.046 -0.222 0.12
H 0.662105 1.672578 2.198963 -0.564 -0.274 0.177 0.10
H 2.230040 1.307864 -0.100267 -0.542 -0.246 0.327 0.07
H 0.689016 1.775697 -0.513207 -0.217 -0.329 0.250 0.04
H -1.926539 -0.989223 -1.025254 -0.349 0.085 0.078 0.06
H -2.391717 -1.265098 0.717195 -0.515 -0.101 -0.303 0.08
H -1.590948 -2.551578 -0.256209 -0.215 -0.045 0.014 0.08
H -0.747225 0.209620 -2.569177 0.235 -0.104 -0.344 0.02
H 0.289323 1.116258 -3.329603 -0.139 -0.343 -0.064 0.05
O -0.266294 1.039539 -2.549784 -0.094 0.482 0.388 -0.05
```
Forces are in eV/Å.

***

# 3
Computed, not measured: a structure of composition C3H10N2O2 at a distorted geometry, with ωB97M-V with the def2-TZVPD basis set.

Highest occupied orbital energy (spin up / spin down)   -7.170 / -8.200 eV
Spin multiplicity   1
Kohn-Sham gap (spin up / spin down)   6.484 / 8.190 eV
M   106.125 g/mol

Structure (XYZ):
```
17
Properties=species:S:1:pos:R:3:forces:R:3:lowdin_charge:R:1
C -0.136801 -1.866532 -0.379619 -0.614 -0.094 -1.595 -0.36
C -0.546791 1.453261 1.392180 0.418 -0.643 0.832 -0.16
C 1.337548 1.160624 -0.068447 0.359 -0.409 0.709 -0.16
N -0.678315 -0.985080 -1.264782 -0.034 -1.077 0.981 0.02
N 0.212848 0.532850 0.584799 -0.845 -0.248 -1.476 -0.20
O -2.015308 -0.835301 -0.961440 0.405 0.168 -0.250 -0.04
O 1.064224 -2.434849 -0.783186 0.220 0.003 -0.008 -0.03
H -2.286628 -0.085248 -1.511887 0.079 -0.159 0.155 0.11
H 1.033528 -2.626175 -1.729771 -0.066 0.106 0.137 0.10
H -0.826764 -2.571778 0.101084 0.096 0.331 0.224 0.14
H 0.170816 -0.866542 0.492419 -0.003 2.081 0.532 0.15
H 2.029818 1.613685 0.657315 0.130 0.046 -0.054 0.07
H -0.880971 2.325301 0.809752 0.116 -0.241 -0.141 0.08
H -1.422389 0.949852 1.809238 0.012 0.087 -0.071 0.07
H 0.045822 1.844808 2.233389 -0.088 0.158 0.078 0.07
H 1.009213 1.972594 -0.733295 -0.120 -0.190 0.035 0.08
H 1.890152 0.418529 -0.647744 -0.065 0.082 -0.084 0.07
```
Forces are in eV/Å.

***

The records above yield relative energy (zero: lowest compared OMol25 entry of this formula, charge and spin) values of 455.6, 98.7, 683.6 kJ/mol, respectively.
The records above yield E values of -10344.7654, -10348.4646, -10342.4030 eV, respectively.